Record 1
Below is C32H28N2O2P2Se4W as an isolated structure in a non-equilibrium geometry, with properties calculated with ωB97M-V with the def2-TZVPD basis set.

XYZ file:
```
71
Properties=species:S:1:pos:R:3:forces:R:3
W -2.462 -0.213 -0.776 -1.296 -0.528 -0.328
Se -2.102 -2.546 -1.043 0.314 -0.240 0.042
Se -4.911 -1.202 -1.811 0.302 0.041 -0.524
Se -4.817 -1.103 0.348 0.315 0.139 0.584
Se -3.751 1.752 -0.752 -0.025 0.400 0.186
O -1.970 -0.344 1.214 -0.001 0.281 0.064
P -0.713 -0.629 2.037 -0.230 -0.224 0.268
C 0.715 -0.810 0.946 0.159 -0.416 -0.088
P 0.752 0.527 -0.237 -0.138 0.406 0.004
O -0.688 0.717 -0.754 0.192 -0.163 -0.386
C 1.251 2.015 0.574 0.053 0.225 -0.125
C 0.562 3.190 0.276 0.003 0.049 0.080
C 1.026 4.398 0.775 -0.045 -0.083 -0.001
C 2.171 4.428 1.557 0.013 -0.014 0.021
C 2.859 3.256 1.850 -0.038 -0.001 0.019
C 2.406 2.045 1.357 -0.006 0.151 0.011
C 1.838 0.171 -1.577 0.214 -0.099 0.024
C 3.017 -0.537 -1.345 0.007 -0.092 -0.078
C 3.929 -0.710 -2.373 -0.116 0.057 -0.044
C 3.662 -0.160 -3.622 0.073 -0.048 0.037
C 2.494 0.553 -3.848 -0.068 0.059 -0.001
C 1.572 0.724 -2.828 0.151 0.119 -0.035
C -0.893 -2.165 2.898 -0.008 -0.144 0.114
C 0.211 -2.918 3.303 -0.015 -0.031 -0.051
C 0.024 -4.063 4.058 -0.045 0.034 -0.033
C -1.260 -4.457 4.407 0.013 -0.066 0.044
C -2.361 -3.715 4.006 -0.001 0.053 -0.047
C -2.183 -2.564 3.255 -0.001 0.000 -0.012
C -0.442 0.706 3.163 -0.025 0.065 0.191
C 0.557 0.602 4.134 0.036 -0.017 0.030
C 0.731 1.620 5.051 -0.090 0.110 -0.034
C -0.100 2.736 5.008 0.081 -0.093 -0.007
C -1.099 2.835 4.053 -0.006 0.007 -0.042
C -1.277 1.820 3.124 -0.006 0.041 -0.082
H 0.598 -1.752 0.390 0.055 0.096 0.161
H 1.619 -0.847 1.554 0.109 0.012 -0.022
H -0.335 3.162 -0.330 0.006 -0.025 -0.010
H 0.495 5.313 0.552 -0.007 0.019 -0.006
H 2.533 5.372 1.940 0.023 0.025 0.017
H 3.751 3.291 2.458 0.021 -0.003 0.016
H 2.967 1.147 1.581 -0.005 -0.076 -0.026
H 3.228 -0.965 -0.372 0.009 -0.002 0.025
H 4.840 -1.264 -2.204 0.039 -0.020 0.008
H 4.376 -0.289 -4.424 0.011 0.006 -0.022
H 2.301 0.976 -4.825 -0.013 0.005 -0.013
H 0.656 1.277 -3.008 0.048 -0.008 0.054
H 1.218 -2.632 3.027 0.040 0.033 -0.007
H 0.876 -4.650 4.369 0.026 -0.010 0.008
H -1.405 -5.353 4.996 0.006 -0.004 0.001
H -3.357 -4.031 4.279 -0.029 -0.003 0.008
H -3.041 -1.981 2.945 0.020 0.003 0.012
H 1.189 -0.276 4.199 -0.014 -0.050 -0.037
H 1.499 1.545 5.807 0.031 -0.016 0.024
H 0.029 3.527 5.734 0.002 0.040 0.032
H -1.744 3.701 4.037 -0.040 0.025 -0.022
H -2.058 1.890 2.375 0.047 -0.004 0.051
N -2.802 0.361 -5.046 0.064 0.004 0.343
C -3.003 0.633 -3.754 0.198 0.129 -0.117
N -2.143 0.009 -2.958 -0.357 0.028 -0.178
C -1.318 -0.739 -3.817 0.115 -0.081 0.064
C -0.243 -1.598 -3.577 -0.111 -0.068 0.127
C 0.351 -2.201 -4.665 -0.011 -0.039 -0.081
C -0.083 -1.963 -5.978 -0.038 0.047 0.079
C -1.135 -1.109 -6.235 0.124 -0.081 0.061
C -1.729 -0.516 -5.129 -0.133 0.110 -0.236
H -3.347 0.742 -5.804 0.050 -0.020 -0.026
H -3.785 1.298 -3.422 -0.009 -0.040 0.032
H 0.134 -1.782 -2.579 -0.065 0.018 -0.083
H 1.181 -2.874 -4.502 0.024 -0.020 0.002
H 0.414 -2.456 -6.801 0.027 -0.030 -0.021
H -1.479 -0.921 -7.242 -0.029 0.024 -0.022
```
Positions in Å, forces in eV/Å.

Results
energy above the lowest of the compared OMol25 structures with the same formula, charge and spin: 0.0 kJ/mol
frontier orbital gap (alpha / beta): 7.253 / 5.542 eV
charge: +2
lowest unoccupied orbital energy (alpha / beta): -6.242 / -7.754 eV
spin multiplicity: 3

=====

Record 2
Below is C32H29BF4N3S4SbTc as an isolated structure in a non-equilibrium geometry, with properties calculated with ωB97M-V with the def2-TZVPD basis set.

XYZ file:
```
75
Properties=species:S:1:pos:R:3:forces:R:3
Tc -0.983 0.071 0.562 0.082 -0.390 0.041
S -6.480 -0.259 3.339 -0.030 -0.011 -0.053
Sb -4.312 0.070 3.596 0.042 -0.098 -0.207
S -2.919 -1.743 3.040 0.019 -0.181 0.228
S -2.990 -0.965 1.052 -0.046 0.344 -0.079
S -3.338 1.815 4.541 0.122 0.028 -0.095
N 4.891 -2.392 3.815 0.056 0.121 -0.024
C 5.762 -3.317 4.349 -0.030 0.052 -0.039
C 7.136 -3.302 4.575 -0.010 0.026 -0.008
C 7.683 -4.434 5.149 -0.043 0.001 -0.008
C 6.887 -5.542 5.487 -0.017 -0.015 0.003
C 5.524 -5.548 5.255 0.004 -0.013 0.006
C 4.955 -4.416 4.671 -0.131 -0.046 -0.011
N 3.635 -4.161 4.322 0.087 -0.128 0.098
C 3.642 -2.961 3.817 0.033 0.027 -0.024
C 2.468 -2.252 3.282 0.224 -0.094 0.125
C 1.367 -2.968 2.846 -0.137 -0.097 -0.100
C 0.315 -2.282 2.272 0.139 0.404 0.078
N 0.305 -0.945 2.135 0.094 -0.322 0.144
C 1.359 -0.258 2.592 -0.183 -0.142 -0.092
C 2.449 -0.871 3.170 0.086 0.151 0.049
H 5.135 -1.530 3.359 0.002 -0.006 -0.031
H 7.750 -2.447 4.315 -0.046 -0.057 0.015
H 8.748 -4.469 5.344 -0.036 0.000 -0.007
H 7.357 -6.409 5.936 -0.033 0.053 -0.027
H 4.906 -6.400 5.509 0.036 0.039 -0.009
H 1.356 -4.047 2.919 -0.013 0.046 -0.004
H -0.543 -2.811 1.881 -0.064 -0.003 -0.022
H 1.329 0.815 2.451 -0.010 -0.015 -0.014
H 3.273 -0.257 3.512 -0.043 -0.031 -0.007
C -2.967 3.287 0.571 -0.038 0.021 -0.074
C -1.459 3.136 0.816 -0.090 0.045 0.035
C -1.019 4.106 1.920 -0.002 0.030 0.082
C -0.685 3.460 -0.466 0.011 0.033 0.023
C -1.191 1.721 1.284 0.101 0.349 -0.194
H -3.186 4.284 0.166 0.031 -0.124 0.060
H -3.530 3.159 1.500 0.028 -0.007 -0.044
H -3.306 2.534 -0.148 0.029 0.074 0.049
H -1.247 5.138 1.635 0.022 -0.072 0.022
H 0.061 4.033 2.089 -0.087 0.006 -0.001
H -1.533 3.886 2.862 0.047 0.025 -0.096
H -0.799 4.525 -0.704 0.000 -0.101 0.023
H -1.049 2.877 -1.311 0.012 -0.002 0.010
H 0.380 3.242 -0.345 -0.069 0.022 -0.006
H -1.120 1.619 2.385 0.074 -0.093 -0.024
C -1.588 0.436 -1.146 -0.599 0.329 -1.026
C -1.930 0.627 -2.384 0.534 -0.515 2.106
C -2.290 0.833 -3.630 -0.104 0.251 -0.824
C -3.693 0.547 -4.053 0.070 -0.014 -0.100
C -4.753 0.769 -3.173 0.012 -0.007 0.011
C -6.057 0.469 -3.538 0.036 -0.004 -0.011
C -6.327 -0.064 -4.793 0.062 0.017 0.023
C -5.280 -0.297 -5.675 0.027 0.011 0.016
C -3.976 0.009 -5.310 0.010 0.014 -0.020
C -1.297 1.373 -4.606 -0.142 -0.027 -0.040
C 0.067 1.131 -4.421 0.010 -0.044 -0.051
C 1.005 1.664 -5.292 -0.011 0.001 -0.014
C 0.603 2.452 -6.365 -0.007 -0.031 0.051
C -0.750 2.701 -6.558 -0.034 -0.032 0.043
C -1.691 2.162 -5.689 0.063 0.047 -0.002
H -4.535 1.175 -2.192 -0.016 -0.014 -0.015
H -6.864 0.650 -2.839 0.031 -0.003 -0.015
H -7.345 -0.300 -5.079 0.006 0.000 0.004
H -5.478 -0.725 -6.651 0.008 0.010 0.025
H -3.162 -0.185 -6.001 -0.048 0.011 0.032
H 0.388 0.509 -3.594 0.009 0.028 0.047
H 2.057 1.453 -5.130 -0.071 0.025 -0.007
H 1.337 2.869 -7.045 -0.030 -0.022 0.033
H -1.076 3.321 -7.386 0.010 -0.031 0.043
H -2.742 2.375 -5.841 -0.002 -0.010 -0.002
F 3.370 0.225 -0.148 -0.351 -0.291 -0.119
B 2.319 -0.574 -0.612 0.026 -0.100 -0.074
F 2.284 -1.812 0.053 0.035 0.408 -0.261
F 2.325 -0.723 -1.996 0.021 0.081 0.524
F 1.060 0.139 -0.251 0.224 0.064 -0.172
```
Positions in Å, forces in eV/Å.

Results
frontier orbital gap (alpha / beta): 5.915 / 5.915 eV
charge: -1
lowest unoccupied orbital energy (alpha / beta): 0.994 / 0.994 eV
spin multiplicity: 1

=====

Record 3
Below is C32H29BLaN8O2 as an isolated structure in a non-equilibrium geometry, with properties calculated with ωB97M-V with the def2-TZVPD basis set.

XYZ file:
```
73
Properties=species:S:1:pos:R:3:forces:R:3
La 0.398 -1.169 0.342 0.331 -1.378 -2.138
C 3.695 -2.081 -1.463 -0.077 0.114 0.003
O 2.908 -1.045 -0.853 -0.127 0.096 0.220
C 3.286 0.258 -1.108 -0.175 0.114 -0.124
C 4.252 0.597 -2.044 0.135 -0.197 -0.026
C 4.568 1.927 -2.276 -0.002 0.050 0.038
C 3.917 2.932 -1.578 -0.019 -0.008 -0.011
C 2.947 2.597 -0.649 0.005 0.163 -0.143
C 2.617 1.272 -0.411 -0.205 -0.078 0.453
N 1.610 0.893 0.558 0.988 1.233 0.109
N 1.258 1.840 1.311 -0.163 0.447 0.473
C 0.333 1.726 2.326 -0.025 0.315 -0.003
C -0.187 0.529 2.873 0.294 -0.100 -0.133
O 0.155 -0.648 2.421 -0.176 0.937 1.779
C -1.130 0.593 3.934 0.002 -0.185 0.108
C -1.559 1.780 4.417 -0.081 0.151 0.093
C -1.056 3.020 3.924 -0.071 -0.122 0.131
C -1.503 4.240 4.473 -0.026 -0.019 0.022
C -0.989 5.427 4.034 0.097 0.037 -0.110
C -0.002 5.417 3.031 -0.040 0.077 0.051
C 0.439 4.242 2.478 0.000 -0.062 -0.041
C -0.083 3.004 2.909 0.200 -0.117 -0.288
H 4.728 -2.003 -1.130 0.058 -0.017 -0.005
H 3.645 -2.005 -2.548 -0.001 -0.022 -0.048
H 3.267 -3.022 -1.140 -0.017 -0.020 0.022
H 4.783 -0.172 -2.587 -0.016 0.034 0.009
H 5.332 2.167 -3.005 -0.030 0.008 0.022
H 4.158 3.971 -1.758 -0.007 -0.035 0.010
H 2.418 3.364 -0.103 0.036 -0.035 0.001
H -1.490 -0.347 4.333 0.022 0.022 -0.037
H -2.292 1.800 5.216 0.026 0.026 -0.033
H -2.255 4.218 5.254 0.038 -0.020 -0.038
H -1.331 6.363 4.457 0.032 -0.009 -0.023
H 0.423 6.355 2.692 -0.023 -0.033 0.013
H 1.201 4.258 1.712 -0.053 -0.002 0.041
N 0.227 -0.699 -2.275 -0.356 0.383 -0.425
C -0.898 0.083 -2.760 0.140 -0.074 0.207
C -1.111 0.265 -4.092 -0.101 0.064 -0.245
C -2.210 1.016 -4.569 0.169 -0.120 -0.045
C -3.083 1.569 -3.685 -0.076 0.057 0.089
C -2.883 1.408 -2.293 -0.133 0.129 0.004
C -3.750 1.998 -1.343 -0.070 0.051 -0.156
C -3.504 1.842 -0.016 0.005 -0.012 0.106
C -2.387 1.080 0.370 0.002 -0.030 0.088
N -1.553 0.507 -0.468 -0.148 0.138 -0.338
C -1.785 0.665 -1.815 0.112 -0.035 0.211
H 1.059 -0.436 -2.795 0.049 0.036 0.078
H 0.054 -1.679 -2.500 0.017 -0.094 -0.082
H -0.423 -0.184 -4.799 -0.029 0.017 -0.010
H -2.353 1.139 -5.634 0.023 -0.015 0.025
H -3.934 2.145 -4.029 0.037 -0.024 0.024
H -4.601 2.575 -1.690 0.050 -0.036 0.001
H -4.138 2.283 0.741 0.034 -0.026 -0.032
H -2.191 0.946 1.429 0.019 -0.005 -0.027
B -0.441 -4.217 -1.267 -0.048 -0.096 0.128
N -1.661 -3.729 -0.421 0.059 -0.002 0.009
C -2.851 -4.319 -0.263 0.032 0.000 0.020
C -3.627 -3.548 0.590 0.039 -0.042 -0.028
C -2.804 -2.476 0.918 -0.029 -0.069 -0.036
N -1.620 -2.579 0.303 -1.006 -0.771 -0.124
N 0.788 -4.447 -0.320 -0.038 -0.017 -0.013
C 1.431 -5.589 -0.057 -0.055 0.017 -0.014
C 2.449 -5.336 0.851 0.005 -0.081 -0.018
C 2.349 -3.974 1.100 -0.005 -0.011 0.051
N 1.351 -3.434 0.387 0.263 -1.037 -0.007
H -0.723 -5.264 -1.796 0.054 0.191 0.078
H -0.146 -3.362 -2.089 0.014 -0.041 0.134
H -3.066 -5.250 -0.763 0.012 0.062 0.030
H -4.632 -3.743 0.926 0.072 0.009 -0.020
H -3.006 -1.646 1.578 0.012 0.001 -0.040
H 1.120 -6.509 -0.530 0.027 0.072 0.036
H 3.148 -6.039 1.274 -0.056 0.051 -0.033
H 2.947 -3.360 1.758 -0.023 0.000 -0.020
```
Positions in Å, forces in eV/Å.

Results
energy above the lowest of the compared OMol25 structures with the same formula, charge and spin: 21.2 kJ/mol
frontier orbital gap: 6.932 eV
charge: +1
lowest unoccupied orbital energy: -3.477 eV
spin multiplicity: 1